The following is a DFT calculation (wB97M-V/def2-TZVPD) of C49H40IN8O2S3Zr as an isolated structure in a non-equilibrium geometry.

Values from the calculation:
HOMO energy	-14.83	eV
multiplicity	1
F_max	0.022	Eh/bohr
total charge	+3
LUMO level	-7.5	eV
HOMO-LUMO gap	7.3598	eV

Last column: Löwdin charge in e.
Atoms and positions in Å:
Zr: -0.233 -0.124 -0.606  1.697
N: 0.999 1.013 3.445  0.157
C: -0.304 1.377 3.698  -0.010
C: -0.973 1.242 2.521  -0.059
N: -0.092 0.807 1.559  -0.002
C: 1.085 0.675 2.149  -0.248
C: 2.198 0.228 1.332  -0.243
N: 1.978 0.033 0.039  -0.023
C: 3.172 -0.380 -0.507  -0.081
C: 4.113 -0.424 0.472  -0.018
N: 3.475 -0.044 1.633  0.160
H: 1.744 1.030 4.125  0.181
H: -0.624 1.700 4.672  0.138
H: -2.006 1.450 2.296  0.124
H: 3.271 -0.593 -1.555  0.105
H: 5.158 -0.676 0.454  0.136
H: 3.916 0.031 2.538  0.182
N: 0.450 -0.727 -2.500  -0.430
S: -0.020 -0.822 -3.902  0.888
N: -1.351 -1.858 -3.954  -0.368
S: -1.172 -3.136 -2.835  1.078
N: -2.177 -2.731 -1.623  -0.435
S: -1.560 -2.924 -0.141  0.778
N: -0.497 -1.934 0.294  -0.432
C: -0.971 -4.576 0.006  -0.363
C: -1.772 -5.622 -0.449  -0.073
C: -1.294 -6.915 -0.335  -0.031
C: -0.039 -7.147 0.222  -0.027
C: 0.743 -6.092 0.671  -0.038
C: 0.278 -4.789 0.570  -0.053
C: -3.027 -2.805 0.832  -0.319
C: -3.300 -3.738 1.820  -0.043
C: -4.423 -3.547 2.616  -0.035
C: -5.237 -2.443 2.421  -0.033
C: -4.938 -1.510 1.431  -0.041
C: -3.826 -1.683 0.628  -0.072
C: -1.967 -4.452 -3.690  -0.411
C: -3.321 -4.717 -3.533  -0.073
C: -3.869 -5.761 -4.258  -0.029
C: -3.070 -6.516 -5.111  -0.026
C: -1.713 -6.246 -5.240  -0.038
C: -1.146 -5.206 -4.519  -0.071
C: -2.484 -1.794 -4.848  -0.322
C: -3.700 -1.340 -4.355  -0.043
C: -4.806 -1.339 -5.189  -0.034
C: -4.691 -1.786 -6.499  -0.034
C: -3.474 -2.254 -6.976  -0.032
C: -2.365 -2.272 -6.145  -0.018
C: 1.175 -1.546 -4.973  -0.330
C: 2.246 -2.192 -4.371  -0.062
C: 3.168 -2.845 -5.177  -0.037
C: 3.010 -2.840 -6.555  -0.023
C: 1.928 -2.190 -7.143  -0.026
C: 0.995 -1.540 -6.355  -0.080
C: -0.565 0.670 -4.649  -0.310
C: 0.323 1.378 -5.459  -0.049
C: -0.033 2.651 -5.875  -0.027
C: -1.243 3.204 -5.477  -0.016
C: -2.103 2.498 -4.644  -0.021
C: -1.765 1.228 -4.213  -0.066
H: -2.752 -5.430 -0.869  0.117
H: -1.900 -7.744 -0.672  0.124
H: 0.326 -8.161 0.311  0.124
H: 1.711 -6.284 1.109  0.120
H: 0.863 -3.951 0.921  0.103
H: -2.662 -4.597 1.976  0.119
H: -4.656 -4.268 3.386  0.123
H: -6.112 -2.306 3.041  0.123
H: -5.577 -0.651 1.283  0.122
H: -3.600 -0.958 -0.151  0.099
H: -3.921 -4.122 -2.860  0.114
H: -4.921 -5.989 -4.159  0.124
H: -3.507 -7.332 -5.669  0.124
H: -1.098 -6.850 -5.890  0.122
H: -0.088 -4.990 -4.600  0.116
H: -3.783 -1.016 -3.325  0.114
H: -5.758 -0.988 -4.817  0.121
H: -5.555 -1.776 -7.149  0.122
H: -3.392 -2.619 -7.990  0.121
H: -1.423 -2.679 -6.490  0.109
H: 2.343 -2.187 -3.295  0.095
H: 4.012 -3.351 -4.729  0.122
H: 3.734 -3.342 -7.181  0.127
H: 1.818 -2.184 -8.218  0.127
H: 0.160 -1.022 -6.810  0.118
H: 1.272 0.960 -5.761  0.118
H: 0.639 3.208 -6.513  0.126
H: -1.515 4.195 -5.814  0.127
H: -3.039 2.937 -4.328  0.128
H: -2.418 0.693 -3.541  0.089
I: 3.666 5.612 -0.633  0.971
C: 1.885 4.548 -0.662  -0.731
C: 0.786 5.010 0.059  -0.106
C: -0.397 4.294 0.048  0.012
C: -0.504 3.111 -0.682  -0.161
C: 0.595 2.666 -1.418  -0.083
C: 1.786 3.380 -1.406  -0.139
C: -1.774 2.337 -0.556  -0.549
O: -2.738 2.709 0.047  0.136
O: -1.724 1.090 -1.115  -0.279
H: 0.858 5.927 0.626  0.109
H: -1.255 4.637 0.609  0.135
H: 0.557 1.802 -2.086  0.071
H: 2.629 3.035 -1.990  0.100

---

The following is a DFT calculation (wB97M-V/def2-TZVPD) of C49H41BiI2N6OS3 as an isolated structure in a non-equilibrium geometry.

Values from the calculation:
HOMO energy	-12.15	eV
multiplicity	1
F_max	0.056	Eh/bohr
ΔE to the lowest compared entry with this formula, charge and spin	36.25	kJ/mol
total charge	+2
LUMO level	-4.5	eV
HOMO-LUMO gap	7.6256	eV

Last column: Löwdin charge in e.
Atoms and positions in Å:
Bi: 2.133 -0.536 1.042  1.726
I: 2.710 -7.864 3.395  0.909
C: 2.150 -5.997 2.630  -0.753
C: 1.145 -5.297 3.246  -0.211
C: 0.716 -4.090 2.707  -0.633
I: -0.803 -2.975 3.541  1.017
C: 1.416 -3.500 1.666  -0.460
O: 1.055 -2.330 1.134  -0.393
C: 2.447 -4.203 1.089  -0.154
C: 3.219 -3.525 0.002  -0.122
N: 3.792 -2.270 0.572  -0.175
C: 4.736 -2.531 1.702  -0.110
C: 4.070 -2.456 3.054  -0.267
C: 4.433 -3.414 4.044  0.015
C: 3.806 -3.385 5.285  -0.004
C: 2.783 -2.430 5.509  -0.031
C: 2.473 -1.574 4.485  -0.158
N: 3.090 -1.601 3.295  -0.005
C: 2.796 -5.517 1.526  -0.091
H: 0.522 -5.806 4.015  0.108
H: 2.608 -3.177 -0.771  0.084
H: 3.972 -4.170 -0.454  0.138
H: 4.367 -1.932 -0.152  0.094
H: 5.490 -1.725 1.726  0.143
H: 5.220 -3.463 1.469  0.127
H: 5.140 -4.159 3.824  0.106
H: 4.034 -4.123 6.041  0.120
H: 2.109 -2.500 6.338  0.111
H: 1.691 -0.879 4.636  0.083
H: 3.572 -6.080 1.014  0.109
N: 1.761 -0.553 -1.146  -0.428
S: 0.659 -0.302 -2.052  0.790
N: 0.033 1.264 -1.892  -0.323
S: -1.322 1.768 -1.409  0.854
N: -1.848 1.398 0.007  -0.347
S: -0.786 1.470 1.262  0.802
N: 0.152 0.337 1.446  -0.481
C: -0.032 3.116 1.214  -0.276
C: -0.782 4.202 1.733  -0.050
C: -0.173 5.421 1.848  -0.055
C: 1.129 5.575 1.418  -0.068
C: 1.876 4.500 1.017  -0.079
C: 1.351 3.230 0.911  -0.066
C: -1.953 1.572 2.659  -0.314
C: -1.417 1.191 3.874  -0.077
C: -2.184 1.286 5.009  -0.069
C: -3.501 1.639 4.917  -0.054
C: -4.040 2.054 3.679  -0.027
C: -3.242 1.961 2.533  -0.094
C: -2.720 1.345 -2.423  -0.314
C: -2.479 1.543 -3.791  -0.048
C: -3.440 1.041 -4.693  -0.044
C: -4.553 0.385 -4.227  -0.055
C: -4.736 0.065 -2.878  -0.039
C: -3.855 0.664 -2.006  -0.069
C: -1.366 3.506 -1.565  -0.350
C: -2.570 4.112 -1.215  -0.055
C: -2.627 5.501 -1.293  -0.038
C: -1.518 6.248 -1.726  -0.040
C: -0.309 5.597 -1.960  -0.052
C: -0.235 4.215 -1.891  -0.069
C: 1.114 -0.410 -3.715  -0.351
C: 1.174 0.565 -4.686  -0.067
C: 1.633 0.295 -5.957  -0.035
C: 2.015 -1.024 -6.273  -0.030
C: 2.022 -2.010 -5.299  -0.043
C: 1.499 -1.715 -4.058  -0.079
C: -0.774 -1.313 -1.928  -0.311
C: -1.472 -1.698 -3.114  -0.029
C: -2.542 -2.587 -2.923  -0.054
C: -2.922 -3.026 -1.659  -0.025
C: -2.242 -2.577 -0.498  -0.015
C: -1.156 -1.732 -0.663  -0.088
H: -1.808 4.058 2.055  0.114
H: -0.730 6.281 2.217  0.127
H: 1.667 6.541 1.559  0.136
H: 2.949 4.712 0.829  0.132
H: 1.970 2.423 0.673  0.049
H: -0.424 0.795 3.915  0.087
H: -1.786 1.010 5.993  0.127
H: -4.076 1.668 5.853  0.125
H: -5.140 2.245 3.611  0.131
H: -3.677 2.099 1.568  0.097
H: -1.578 2.011 -4.168  0.108
H: -3.253 1.213 -5.760  0.126
H: -5.356 0.185 -4.892  0.109
H: -5.525 -0.631 -2.549  0.134
H: -3.891 0.444 -0.945  0.109
H: -3.428 3.515 -0.898  0.123
H: -3.584 6.011 -1.140  0.123
H: -1.537 7.329 -1.801  0.118
H: 0.555 6.216 -2.337  0.140
H: 0.656 3.619 -2.022  0.107
H: 0.796 1.555 -4.391  0.108
H: 1.750 1.109 -6.666  0.120
H: 2.263 -1.257 -7.277  0.108
H: 2.279 -3.014 -5.582  0.118
H: 1.458 -2.496 -3.283  0.124
H: -1.164 -1.444 -4.090  0.102
H: -3.018 -2.962 -3.773  0.098
H: -3.819 -3.628 -1.585  0.115
H: -2.422 -2.865 0.500  0.078
H: -0.639 -1.349 0.193  0.038

---

The following is a DFT calculation (wB97M-V/def2-TZVPD) of C49H41F6N11O4S3ScTe as an isolated structure in a non-equilibrium geometry.

Values from the calculation:
HOMO energy (alpha / beta)	-3.28 / -3.27	eV
multiplicity	1
F_max	0.064	Eh/bohr
ΔE to the lowest compared entry with this formula, charge and spin	625.07	kJ/mol
total charge	-1
LUMO level (alpha / beta)	1.7 / 1.7	eV
HOMO-LUMO gap (alpha / beta)	4.9360 / 4.9358	eV

Last column: Löwdin charge in e.
Atoms and positions in Å:
Sc: -1.628 0.048 -0.351  0.874
C: -1.410 5.081 -4.870  -0.107
C: -2.463 4.312 -5.379  -0.110
C: -2.985 3.257 -4.660  -0.029
C: -2.398 2.949 -3.440  -0.116
C: -2.663 1.917 -2.469  -0.286
N: -3.761 1.154 -2.613  0.182
C: -4.252 0.455 -1.613  -0.304
C: -5.610 -0.062 -1.482  -0.082
C: -6.635 -0.244 -2.391  -0.014
C: -7.855 -0.704 -1.921  -0.094
C: -8.041 -0.997 -0.574  -0.092
C: -7.017 -0.832 0.345  -0.015
C: -5.800 -0.354 -0.109  -0.078
C: -4.562 0.015 0.565  -0.256
N: -4.426 0.389 1.815  0.204
C: -3.300 1.085 2.107  -0.315
N: -2.139 0.955 1.393  -0.015
C: -1.402 2.068 1.518  -0.233
N: 0.224 -0.144 0.944  -0.456
C: 0.736 1.065 0.999  -0.309
N: -0.152 2.114 0.913  0.085
C: 0.489 3.166 0.176  -0.220
N: 0.033 3.612 -0.956  0.204
C: -0.985 3.132 -1.660  -0.277
N: -1.771 2.009 -1.439  0.091
C: -1.343 3.727 -2.919  -0.112
C: -0.854 4.816 -3.636  -0.033
C: 1.888 3.005 0.489  -0.098
C: 2.997 3.829 0.381  -0.032
C: 4.229 3.347 0.785  -0.097
C: 4.377 2.045 1.270  -0.096
C: 3.291 1.197 1.365  -0.037
C: 2.047 1.667 0.968  -0.089
C: -2.015 2.953 2.433  -0.090
C: -1.679 4.207 2.947  -0.036
C: -2.519 4.776 3.871  -0.118
C: -3.692 4.129 4.293  -0.115
C: -4.056 2.903 3.789  -0.037
C: -3.219 2.291 2.859  -0.102
N: -3.646 0.340 -0.411  0.024
H: -1.042 5.912 -5.458  0.090
H: -2.871 4.561 -6.351  0.089
H: -3.825 2.678 -5.014  0.104
H: -6.472 -0.039 -3.437  0.111
H: -8.678 -0.840 -2.609  0.094
H: -9.002 -1.363 -0.239  0.095
H: -7.159 -1.067 1.389  0.111
H: -0.060 5.421 -3.227  0.102
H: 2.889 4.844 0.031  0.113
H: 5.095 3.994 0.744  0.097
H: 5.355 1.711 1.591  0.091
H: 3.381 0.195 1.757  0.079
H: -0.788 4.714 2.603  0.103
H: -2.279 5.747 4.282  0.088
H: -4.322 4.617 5.025  0.087
H: -4.961 2.409 4.107  0.105
F: -1.652 -2.904 -4.915  0.152
C: -1.075 -1.805 -4.435  -0.643
F: -1.544 -0.763 -5.112  0.165
F: 0.231 -1.895 -4.698  0.133
S: -1.399 -1.651 -2.592  0.603
O: -0.634 -0.500 -2.164  -0.319
O: -2.807 -1.564 -2.449  -0.226
N: -0.800 -2.994 -2.052  -0.247
S: -1.484 -3.262 -0.640  0.639
O: -2.579 -4.161 -0.645  -0.212
O: -1.656 -2.010 0.057  -0.461
C: -0.085 -4.289 0.140  -0.662
F: 1.119 -3.885 -0.255  0.105
F: -0.096 -4.360 1.466  0.105
F: -0.234 -5.533 -0.322  0.135
Te: -1.044 -1.647 3.051  1.136
C: -0.268 -3.015 4.518  -0.579
C: 1.084 -3.324 4.613  -0.165
C: 1.548 -4.209 5.569  -0.109
C: 0.667 -4.806 6.456  -0.117
C: -0.682 -4.504 6.372  -0.110
C: -1.142 -3.622 5.414  -0.167
H: 1.770 -2.854 3.923  0.053
H: 2.604 -4.435 5.625  0.093
H: 1.025 -5.501 7.204  0.091
H: -1.381 -4.964 7.057  0.095
H: -2.195 -3.388 5.348  0.086
C: 5.546 -2.285 2.680  -0.098
C: 6.320 -2.842 1.489  -0.256
C: 5.928 -2.258 0.129  -0.197
C: 4.597 -2.765 -0.444  -0.167
N: 3.472 -2.158 0.246  0.011
C: 2.497 -1.331 -0.059  -0.370
S: 1.007 -1.484 1.593  0.588
N: 2.194 -0.843 -1.241  0.048
C: 2.684 -1.178 -2.574  -0.167
C: 3.975 -0.433 -2.949  -0.198
C: 3.718 0.916 -3.618  -0.254
C: 3.040 1.919 -2.697  -0.085
H: 6.065 -2.534 3.601  0.072
H: 4.543 -2.698 2.749  0.056
H: 5.471 -1.202 2.621  0.069
H: 6.213 -3.928 1.458  0.105
H: 7.380 -2.624 1.644  0.102
H: 6.715 -2.511 -0.586  0.108
H: 5.889 -1.168 0.202  0.108
H: 4.536 -3.855 -0.337  0.127
H: 4.563 -2.525 -1.503  0.088
H: 3.424 -2.432 1.218  0.076
H: 1.399 -0.214 -1.241  0.087
H: 1.896 -0.917 -3.279  0.101
H: 2.819 -2.262 -2.631  0.118
H: 4.556 -1.059 -3.630  0.108
H: 4.572 -0.275 -2.048  0.104
H: 3.108 0.765 -4.510  0.107
H: 4.679 1.322 -3.943  0.103
H: 2.021 1.622 -2.464  0.066
H: 2.997 2.897 -3.169  0.079
H: 3.591 2.016 -1.765  0.064

---

The following is a DFT calculation (wB97M-V/def2-TZVPD) of C49H42N8O2SeYb as an isolated structure in a non-equilibrium geometry.

Values from the calculation:
⟨S²⟩	0.77
HOMO energy	-8.33	eV
multiplicity	2
F_max	0.082	Eh/bohr
total charge	+1
LUMO level	-3.6	eV
HOMO-LUMO gap	4.7349	eV

Last column: Löwdin spin population.
Atoms and positions in Å:
Yb: -1.174 -0.629 0.031  0.000
C: -4.150 2.742 2.346  0.000
O: -4.490 2.507 0.894  0.000
C: -3.626 1.577 0.449  0.000
N: -2.726 1.154 1.274  0.000
C: -3.078 1.620 2.626  0.000
C: -1.872 1.931 3.454  0.000
C: -2.035 2.656 4.649  0.000
C: -0.980 2.986 5.453  0.000
C: 0.266 2.510 5.077  0.001
C: 0.504 1.812 3.923  0.001
C: -0.567 1.445 3.109  0.000
C: -3.812 1.037 -0.906  0.000
C: -4.822 1.608 -1.694  0.000
C: -5.171 0.867 -2.842  0.000
C: -4.379 -0.259 -3.286  0.000
C: -3.295 -0.603 -2.477  0.000
N: -2.985 0.094 -1.351  0.000
C: -2.554 -1.852 -2.618  0.000
N: -1.520 -2.350 -1.990  0.000
C: -1.432 -3.771 -2.312  0.000
C: -2.784 -4.072 -3.074  0.000
O: -3.189 -2.755 -3.521  0.000
C: -0.246 -4.269 -3.202  0.000
C: 0.443 -5.460 -2.825  0.000
C: 1.367 -6.051 -3.707  0.000
C: 1.628 -5.533 -4.953  0.000
C: 0.859 -4.405 -5.368  0.000
C: -0.034 -3.760 -4.516  0.000
H: -5.057 2.622 3.010  0.000
H: -3.661 3.686 2.377  0.000
H: -3.553 0.734 3.112  0.000
H: -3.042 3.026 4.973  0.000
H: -1.127 3.589 6.347  0.000
H: 1.126 2.563 5.737  0.000
H: 1.554 1.466 3.726  0.000
H: -0.430 0.704 2.283  0.000
H: -5.406 2.482 -1.350  0.000
H: -6.077 1.153 -3.369  0.000
H: -4.492 -0.930 -4.142  0.000
H: -1.387 -4.436 -1.425  0.000
H: -3.406 -4.605 -2.307  0.000
H: -2.581 -4.745 -3.940  0.000
H: 0.251 -5.752 -1.804  0.000
H: 1.931 -6.877 -3.298  0.000
H: 2.136 -6.148 -5.680  0.000
H: 0.890 -4.063 -6.419  0.000
H: -0.401 -2.788 -4.804  0.000
C: 4.502 -2.122 5.052  0.000
C: 3.629 -1.971 3.795  0.000
C: 4.153 -1.308 2.667  0.000
C: 3.289 -0.838 1.678  0.000
C: 1.957 -1.295 1.521  0.000
N: 1.252 -1.121 0.349  0.000
C: 1.873 -0.924 -0.832  0.000
C: 3.031 -1.603 -1.201  0.000
C: 3.440 -1.616 -2.495  0.000
C: 2.649 -1.088 -3.559  0.000
C: 2.932 -1.342 -4.975  0.000
C: 1.488 -0.394 -3.195  0.000
C: 1.195 -0.189 -1.835  0.000
N: 0.437 0.958 -1.544  0.000
C: 0.506 2.126 -2.289  0.000
C: 0.239 3.208 -1.415  0.000
C: -0.093 2.627 -0.158  0.000
N: 0.033 1.279 -0.246  0.000
C: 1.464 -2.088 2.678  0.000
C: 2.299 -2.315 3.818  0.000
N: 0.180 -2.628 2.711  0.000
C: -0.226 -3.659 3.510  0.000
C: -1.525 -3.987 3.317  0.000
C: -1.940 -3.109 2.270  0.000
N: -0.906 -2.314 1.879  0.000
H: 4.764 -3.160 5.366  0.000
H: 3.951 -1.629 5.907  0.000
H: 5.417 -1.496 4.949  0.000
H: 5.231 -1.015 2.547  0.000
H: 3.573 -0.136 0.894  0.000
H: 3.687 -2.088 -0.437  0.000
H: 4.357 -2.086 -2.776  0.000
H: 2.459 -2.268 -5.393  0.000
H: 4.030 -1.536 -5.135  0.000
H: 2.689 -0.469 -5.569  0.000
H: 0.732 -0.047 -3.974  0.000
H: 0.674 2.106 -3.370  0.000
H: 0.313 4.276 -1.682  0.000
H: -0.399 3.105 0.791  0.000
H: 1.889 -2.852 4.682  0.000
H: 0.474 -4.081 4.215  0.000
H: -2.143 -4.797 3.734  0.000
H: -2.879 -3.142 1.741  0.000
Se: 3.278 5.976 2.604  0.696
C: 2.146 6.649 1.375  0.067
C: 2.077 6.213 0.007  0.079
C: 1.085 6.640 -0.836  -0.004
C: 0.105 7.547 -0.445  0.101
C: 0.198 8.023 0.902  -0.017
C: 1.164 7.568 1.791  0.074
H: 2.785 5.438 -0.276  0.001
H: 1.243 6.265 -1.848  -0.002
H: -0.686 7.789 -1.130  0.006
H: -0.615 8.661 1.319  -0.002
H: 1.131 7.801 2.871  0.001